## P
The following is a DFT calculation (wB97M-V/def2-TZVPD) of a 9-piece molecular cluster, C54H69N3O30 overall.

Positions of all 156 atoms, in Å:
1 C 6.95608 -4.72469 -8.74990
2 O 6.02604 -3.83069 -8.03602
3 C 6.50041 -3.18399 -6.87696
4 C 5.34666 -2.60550 -6.14974
5 N 5.64101 -1.78477 -4.90215
6 C 5.35931 -2.38211 -3.64905
7 C 3.88882 -2.19935 -3.23338
8 O 3.70576 -2.88864 -1.97941
9 C 2.55513 -2.42850 -1.23534
10 H 7.31494 -5.45708 -8.02407
11 H 7.72356 -4.07914 -9.23726
12 H 6.35266 -5.22573 -9.47997
13 H 7.12764 -2.35622 -7.24296
14 H 7.02707 -3.85174 -6.19854
15 H 4.54287 -3.37134 -5.92583
16 H 4.78729 -1.85983 -6.81217
17 H 5.15386 -0.94226 -5.04927
18 H 6.10006 -2.02501 -2.92052
19 H 5.51796 -3.44991 -3.71251
20 H 3.23647 -2.56444 -4.04693
21 H 3.62854 -1.13274 -3.15337
22 H 2.78673 -1.51365 -0.59648
23 H 2.20074 -3.32779 -0.67771
24 H 1.76079 -2.09197 -1.88468
25 C -4.21488 -0.40173 8.86575
26 O -3.00487 0.12917 8.24582
27 C -2.25752 0.92396 9.06975
28 C -0.93052 1.18879 8.39379
29 N -0.94529 2.22283 7.37214
30 C 0.41630 2.29503 6.75304
31 C 0.76143 1.15924 5.76517
32 O -0.15094 1.26792 4.74160
33 C -0.23697 0.19298 3.81884
34 H -4.64897 -1.07350 8.11647
35 H -4.95027 0.33084 9.14946
36 H -3.88775 -0.85726 9.78663
37 H -1.93735 0.32463 9.93681
38 H -2.88478 1.78470 9.37348
39 H -0.49165 0.19406 8.09423
40 H -0.33758 1.67573 9.16331
41 H -1.63620 1.99850 6.65430
42 H 1.15024 2.26302 7.54463
43 H 0.46921 3.24106 6.24682
44 H 0.73543 0.15160 6.29029
45 H 1.83261 1.22099 5.30070
46 H -0.58555 -0.70549 4.40417
47 H 0.79073 0.01905 3.40803
48 H -0.92770 0.43038 2.98225
49 C -2.92889 2.92456 2.67921
50 O -3.49831 2.34392 3.88124
51 C -3.35436 3.08673 5.05795
52 C -4.24962 2.41572 6.03430
53 N -5.68170 2.54913 5.52881
54 C -6.53228 1.71008 6.35299
55 C -7.49680 0.86449 5.47466
56 O -8.16491 1.61450 4.43091
57 C -8.83842 2.70894 4.97321
58 H -3.44477 3.84388 2.45721
59 H -3.19597 2.20936 1.90693
60 H -1.83257 3.03591 2.86112
61 H -3.60044 4.15568 4.81555
62 H -2.29991 3.12145 5.38532
63 H -4.15388 2.78436 7.08011
64 H -3.94748 1.35459 5.94199
65 H -5.57855 2.15203 4.59794
66 H -7.09048 2.31101 7.06887
67 H -5.95809 0.96892 6.93109
68 H -8.18252 0.25974 6.14063
69 H -6.94819 0.16907 4.84310
70 H -8.11601 3.46067 5.28513
71 H -9.38122 2.37136 5.89240
72 H -9.59352 3.10537 4.24074
73 C -2.46636 -5.48663 -2.81680
74 C -2.23158 -4.36262 -3.52335
75 C -0.81337 -3.72816 -3.69802
76 O -0.81875 -2.61381 -4.15792
77 C 0.30566 -4.51469 -3.30454
78 C 0.06970 -5.74092 -2.69516
79 C -1.30019 -6.22582 -2.37380
80 O -1.35796 -7.28380 -1.81547
81 O 0.98630 -6.60459 -2.40777
82 O -3.22492 -3.62569 -3.99737
83 H -3.46981 -5.85836 -2.68184
84 H 1.38910 -4.25990 -3.32512
85 H 0.52190 -7.36906 -2.04346
86 H -2.85809 -2.79677 -4.40270
87 C -1.26223 -3.46959 0.13236
88 C -0.78726 -4.62298 0.71988
89 C -1.40766 -5.34880 1.90113
90 O -0.80840 -6.33334 2.29443
91 C -2.73238 -4.87979 2.37248
92 C -3.20112 -3.73370 1.81089
93 C -2.63817 -3.14630 0.51326
94 O -3.40431 -2.46232 -0.17224
95 O -4.29302 -3.10150 2.21244
96 O 0.32414 -5.20470 0.34939
97 H -0.96283 -2.99524 -0.77351
98 H -3.31152 -5.25418 3.20571
99 H -4.43117 -2.41297 1.51378
100 H 0.47481 -5.92554 0.97961
101 C 0.87108 4.03294 0.19065
102 C 0.60295 5.30006 -0.15819
103 C 0.42038 6.42435 0.81061
104 O 0.29626 7.52470 0.32520
105 C 0.36146 6.12526 2.20652
106 C 0.38557 4.81921 2.58569
107 C 0.78024 3.69204 1.56714
108 O 1.10456 2.65045 2.10539
109 O 0.17354 4.37765 3.79751
110 O 0.53384 5.68407 -1.44058
111 H 1.10260 3.16029 -0.39557
112 H 0.13060 6.89799 2.91802
113 H 0.04250 3.42335 3.69357
114 H 0.23736 6.64645 -1.49006
115 C 2.10123 -0.44892 -7.38321
116 C 1.27440 -1.42699 -6.87697
117 C 0.62399 -2.47326 -7.78463
118 O 0.01672 -3.40220 -7.22263
119 C 0.72531 -2.28211 -9.24321
120 C 1.44260 -1.31428 -9.76634
121 C 2.22015 -0.40723 -8.81335
122 O 3.06555 0.38891 -9.34591
123 O 1.63700 -1.09154 -11.06361
124 O 1.06479 -1.66686 -5.63069
125 H 2.67268 0.33654 -6.84844
126 H 0.22863 -2.97591 -9.91656
127 H 2.39179 -0.47997 -11.08270
128 H 0.30006 -2.29963 -5.46908
129 C -0.91915 0.27457 -3.18608
130 C -1.53213 -0.32817 -2.07021
131 C -1.03694 -0.04508 -0.69907
132 O -1.67888 -0.44609 0.23085
133 C 0.27448 0.53997 -0.57991
134 C 1.07735 0.76752 -1.65847
135 C 0.45276 0.84466 -3.03292
136 O 1.09251 1.30724 -3.95818
137 O 2.33578 1.12768 -1.53514
138 O -2.68378 -0.93705 -2.26965
139 H -1.33577 0.16946 -4.18431
140 H 0.65229 0.66502 0.43828
141 H 2.85532 1.22617 -2.38841
142 H -2.99321 -1.36101 -1.41045
143 C 4.39145 6.15327 -1.87562
144 C 4.27754 6.10629 -0.58600
145 C 4.13397 4.75762 0.19513
146 O 4.06949 4.94061 1.40206
147 C 4.15571 3.52325 -0.55810
148 C 4.30707 3.56629 -1.91203
149 C 4.46500 4.91750 -2.65090
150 O 4.72464 4.86157 -3.87132
151 O 4.33528 2.54786 -2.76541
152 O 4.41863 7.20778 0.14487
153 H 4.53208 7.11179 -2.42104
154 H 4.06306 2.62201 0.00580
155 H 4.81097 2.87423 -3.54836
156 H 4.35739 6.93061 1.09515

Summary:
Charge: 0
HOMO-LUMO gap in eV: 7.01
HOMO in eV: -8.93

---

## Q
The following is a DFT calculation (wB97M-V/def2-TZVPD) of a 9-piece molecular cluster, C54H69N3O30 overall.

Positions of all 156 atoms, in Å:
1 C -2.95130 -12.31967 -0.99454
2 O -2.59492 -11.28255 -0.13340
3 C -1.68861 -10.37211 -0.69393
4 C -0.98246 -9.56995 0.37466
5 N -0.09049 -8.74162 -0.41680
6 C 0.66240 -7.79565 0.34381
7 C -0.09740 -6.58625 0.80466
8 O 0.68922 -5.77716 1.63751
9 C 0.13726 -4.50555 1.92755
10 H -2.05200 -12.68961 -1.47221
11 H -3.66263 -11.90186 -1.73033
12 H -3.44606 -13.09923 -0.37514
13 H -2.15161 -9.74590 -1.38984
14 H -0.90190 -10.85505 -1.27239
15 H -0.38772 -10.07477 1.12735
16 H -1.79363 -9.04904 0.89635
17 H -0.64249 -8.28399 -1.13301
18 H 1.45253 -7.42508 -0.30611
19 H 1.26044 -8.18658 1.16245
20 H -1.00757 -6.90754 1.35401
21 H -0.38762 -5.96616 -0.04524
22 H 0.11402 -3.88058 1.04446
23 H 0.80709 -4.05224 2.66772
24 H -0.83595 -4.52497 2.44516
25 C 4.24136 8.32298 3.13926
26 O 4.90841 7.18140 2.71441
27 C 6.22275 7.44492 2.17637
28 C 6.61324 6.17661 1.34987
29 N 5.70079 6.04648 0.22344
30 C 5.87003 4.86413 -0.57427
31 C 5.65246 3.53284 0.13519
32 O 4.35173 3.49850 0.61145
33 C 3.98723 2.43220 1.55268
34 H 3.13211 8.20136 3.23618
35 H 4.42640 9.14301 2.40596
36 H 4.69111 8.70417 4.08660
37 H 6.96266 7.77908 2.94248
38 H 6.08437 8.27106 1.48886
39 H 6.53707 5.29881 1.99037
40 H 7.62611 6.47802 0.99276
41 H 4.75487 6.06888 0.59597
42 H 6.78562 4.95455 -1.11195
43 H 5.06296 4.80821 -1.28307
44 H 6.42812 3.29639 0.94510
45 H 5.79913 2.72548 -0.60336
46 H 4.52587 2.60721 2.48465
47 H 4.12919 1.45520 1.17110
48 H 2.95105 2.56152 1.77030
49 C 0.47481 4.17924 -1.49773
50 O 0.34036 5.50915 -1.05822
51 C 1.60053 6.22217 -1.00895
52 C 1.49376 7.55722 -0.28932
53 N 0.80707 8.70333 -0.97001
54 C 0.62894 9.83826 -0.02991
55 C -0.51631 9.52946 0.93351
56 O -1.81467 9.40283 0.22739
57 C -2.36645 10.69795 -0.08835
58 H 0.40726 4.13297 -2.58570
59 H -0.36920 3.65877 -1.09761
60 H 1.38569 3.66397 -1.11386
61 H 1.99864 6.24083 -2.08640
62 H 2.32282 5.61241 -0.43647
63 H 2.53591 7.74220 0.05157
64 H 1.02971 7.26266 0.67011
65 H -0.12407 8.43877 -1.23010
66 H 0.55057 10.81092 -0.52545
67 H 1.51614 9.92264 0.58449
68 H -0.54644 10.38503 1.58321
69 H -0.31202 8.60239 1.53237
70 H -1.78825 11.25553 -0.83569
71 H -2.38103 11.29256 0.79058
72 H -3.40611 10.51511 -0.48683
73 C -5.11788 -1.84366 5.52705
74 C -4.91606 -1.92499 4.20438
75 C -3.86031 -2.83379 3.59851
76 O -3.85856 -3.03918 2.35805
77 C -3.08753 -3.57487 4.48391
78 C -3.27032 -3.52670 5.79049
79 C -4.34328 -2.65287 6.40512
80 O -4.50306 -2.72282 7.60380
81 O -2.61553 -4.19743 6.70786
82 O -5.54234 -1.16061 3.31277
83 H -5.73916 -1.14129 5.99525
84 H -2.19420 -4.14060 4.08507
85 H -3.01140 -3.87300 7.55570
86 H -5.10992 -1.30459 2.46404
87 C -1.66162 -0.09720 4.46745
88 C -0.45104 -0.41522 4.94401
89 C 0.21201 0.51508 5.92537
90 O 1.22359 0.13853 6.47163
91 C -0.49036 1.73852 6.17049
92 C -1.58497 2.10581 5.55628
93 C -2.27067 1.17961 4.63820
94 O -3.38023 1.53386 4.21878
95 O -2.20621 3.27414 5.72442
96 O 0.22673 -1.54184 4.83346
97 H -2.16290 -0.83447 3.79675
98 H 0.05474 2.36360 6.94415
99 H -2.87777 3.37138 5.00222
100 H 1.05096 -1.30277 5.33667
101 C 0.68681 1.40711 -4.07053
102 C 0.37383 2.25379 -5.10612
103 C 1.40694 3.16179 -5.66528
104 O 1.17219 3.75955 -6.66467
105 C 2.75881 3.19798 -4.94560
106 C 3.03033 2.44099 -3.92599
107 C 1.98062 1.52055 -3.39171
108 O 2.41334 0.87689 -2.41954
109 O 4.24982 2.40680 -3.37595
110 O -0.78500 2.27239 -5.75762
111 H -0.05109 0.59995 -3.80127
112 H 3.43726 3.86898 -5.44794
113 H 4.06177 1.66157 -2.73215
114 H -0.65176 2.81166 -6.54948
115 C -4.50881 -5.34713 -2.16077
116 C -4.91123 -4.76586 -1.01574
117 C -6.36154 -4.61508 -0.76056
118 O -6.66142 -4.04103 0.25971
119 C -7.34512 -5.27675 -1.65737
120 C -6.87921 -5.88906 -2.78610
121 C -5.44228 -5.76492 -3.21972
122 O -5.19329 -6.02970 -4.35098
123 O -7.59725 -6.61640 -3.62394
124 O -4.07331 -4.34172 -0.11420
125 H -3.46357 -5.30478 -2.43298
126 H -8.35988 -5.20872 -1.34116
127 H -6.97503 -6.72331 -4.38242
128 H -4.55865 -3.90119 0.65083
129 C -3.07366 -1.22752 -0.87361
130 C -2.83710 -0.44982 0.18199
131 C -1.46262 -0.01531 0.52693
132 O -1.27686 0.83549 1.38915
133 C -0.34888 -0.83779 -0.04526
134 C -0.53714 -1.60777 -1.06588
135 C -1.94446 -1.85250 -1.55785
136 O -2.19113 -2.63137 -2.41616
137 O 0.45293 -2.18528 -1.73107
138 O -3.80672 -0.01727 1.02445
139 H -4.08434 -1.54237 -1.09588
140 H 0.61623 -0.69755 0.36385
141 H 0.00580 -2.70087 -2.39584
142 H -3.40037 0.62603 1.61926
143 C 3.49705 -3.27770 -6.72538
144 C 4.09923 -2.16138 -6.34661
145 C 3.66560 -1.42783 -5.16585
146 O 4.05178 -0.29669 -4.88341
147 C 2.71940 -2.08838 -4.25239
148 C 2.09391 -3.24563 -4.60493
149 C 2.41818 -3.88410 -5.92969
150 O 1.79702 -4.86485 -6.26062
151 O 1.23672 -3.93404 -3.81223
152 O 5.15777 -1.57219 -6.85954
153 H 3.74389 -3.82663 -7.63465
154 H 2.42709 -1.65006 -3.31734
155 H 1.03130 -4.71033 -4.35273
156 H 5.32249 -0.69951 -6.40709

Summary:
Charge: 0
HOMO-LUMO gap in eV: 6.80
HOMO in eV: -8.73

---

P (0.0148 hartree below the next structure)

---

## P
The following is a DFT calculation (wB97M-V/def2-TZVPD) of C21H42N7P2Pd as an isolated structure.

Positions of all 73 atoms, in Å:
1 Pd 0.43385 0.47190 0.40365
2 C 4.01565 1.31849 0.22578
3 P 2.65845 0.09765 0.04102
4 C 3.33688 -0.89428 -1.34163
5 C 2.94761 -0.97684 1.51226
6 C 3.94005 -1.95402 1.51323
7 C 4.13686 -2.78781 2.60380
8 C 3.33871 -2.64542 3.72562
9 C 2.35279 -1.67002 3.74562
10 C 2.13437 -0.83128 2.65376
11 P 0.77518 0.42862 2.67255
12 C 1.60575 1.85717 3.46835
13 C -0.26592 -0.11078 4.08431
14 H 4.98844 0.83796 0.34372
15 H 3.82612 1.95403 1.08970
16 H 4.03754 1.95015 -0.66415
17 H 4.38665 -1.16395 -1.21760
18 H 3.24049 -0.29387 -2.24722
19 H 2.74380 -1.79869 -1.48384
20 H 4.57783 -2.07797 0.64767
21 H 4.91135 -3.54305 2.57372
22 H 3.48078 -3.28859 4.58426
23 H 1.74092 -1.57041 4.63122
24 H 2.09703 1.56993 4.39977
25 H 0.84959 2.61468 3.68168
26 H 2.34034 2.29242 2.79360
27 H 0.27730 -0.15491 5.02931
28 H -0.72440 -1.07869 3.88332
29 H -1.06591 0.62435 4.18138
30 N -3.32992 5.88539 -1.63622
31 C -2.48528 4.63234 -1.46602
32 C -3.21234 3.45075 -2.07213
33 C -2.41859 2.18623 -1.70754
34 N -2.54382 1.99819 -0.26493
35 C -0.96488 2.33019 -2.17175
36 C -0.24761 3.63401 -1.79732
37 N 0.08189 3.66025 -0.37669
38 C -1.13306 4.84826 -2.11107
39 H -4.24237 5.77097 -1.19194
40 H -3.48481 6.08292 -2.62692
41 H -2.86896 6.69687 -1.22155
42 H -2.37218 4.47837 -0.39169
43 H -3.28314 3.56141 -3.16032
44 H -4.22560 3.36528 -1.66717
45 H -2.84146 1.34742 -2.27139
46 H -3.38544 1.47583 -0.05082
47 H -1.76769 1.44849 0.10018
48 H -0.95195 2.23385 -3.26045
49 H -0.38016 1.48157 -1.78988
50 H 0.64179 3.70179 -2.43707
51 H 0.76871 4.37836 -0.17413
52 H 0.50928 2.76489 -0.13173
53 H -1.24657 4.95660 -3.19598
54 H -0.65255 5.75419 -1.72731
55 C -2.36236 -5.14602 0.29902
56 C -1.60742 -5.48362 -0.98233
57 C -2.48158 -5.27743 -2.21404
58 C -0.29053 -4.71387 -1.08874
59 N -0.47573 -3.26954 -1.18264
60 C -0.65755 -2.35079 -0.23001
61 N -0.78605 -1.18013 -0.80685
62 N -0.70066 -1.40074 -2.13607
63 N -0.51656 -2.64406 -2.37067
64 H -3.22937 -5.79635 0.41184
65 H -2.73265 -4.11811 0.27999
66 H -1.73645 -5.26996 1.18547
67 H -1.31084 -6.53623 -0.93876
68 H -2.79121 -4.23441 -2.30614
69 H -3.38309 -5.88591 -2.14443
70 H -1.95775 -5.54967 -3.13089
71 H 0.25831 -4.99855 -1.98489
72 H 0.34295 -4.89973 -0.22076
73 H -0.66285 -2.54600 0.82794

Summary:
Charge: +1
HOMO-LUMO gap in eV: 5.46
HOMO in eV: -8.32

---

## Q
The following is a DFT calculation (wB97M-V/def2-TZVPD) of C21H42N7P2Pd as an isolated structure.

Positions of all 73 atoms, in Å:
1 Pd -1.12771 -0.18103 0.37509
2 C -4.80033 1.92880 0.64175
3 P -3.21428 1.55421 -0.20814
4 C -2.88614 3.19286 -0.97182
5 C -3.80946 0.55720 -1.63460
6 C -4.52535 1.14313 -2.67471
7 C -4.96074 0.39999 -3.76115
8 C -4.68976 -0.95628 -3.81179
9 C -3.99007 -1.56007 -2.77742
10 C -3.53887 -0.82319 -1.68428
11 P -2.59338 -1.61307 -0.31767
12 C -3.89761 -1.92025 0.93489
13 C -2.37204 -3.33411 -0.91834
14 H -5.53798 2.34431 -0.04735
15 H -4.61192 2.64826 1.43981
16 H -5.21203 1.02568 1.09060
17 H -3.77677 3.66398 -1.38910
18 H -2.13644 3.09546 -1.75832
19 H -2.48997 3.85062 -0.19559
20 H -4.74770 2.20243 -2.64512
21 H -5.50767 0.87971 -4.56210
22 H -5.02237 -1.54917 -4.65372
23 H -3.79586 -2.62135 -2.84260
24 H -4.82969 -2.23768 0.46467
25 H -4.07079 -1.01887 1.51985
26 H -3.55857 -2.70086 1.61746
27 H -3.30981 -3.81781 -1.19507
28 H -1.94657 -3.91156 -0.09519
29 H -1.68898 -3.36195 -1.76852
30 N 3.24087 -3.96003 -0.48237
31 C 3.60394 -3.89102 0.94683
32 C 4.16950 -2.52427 1.34565
33 C 3.15563 -1.37885 1.37721
34 N 2.75594 -1.02494 0.00976
35 C 1.92134 -1.77430 2.19040
36 C 1.31956 -3.10372 1.74982
37 N 0.72858 -2.96323 0.37584
38 C 2.36207 -4.21822 1.77435
39 H 3.91510 -3.46451 -1.05251
40 H 1.50903 -2.85080 -0.29602
41 H 3.24700 -4.92605 -0.79090
42 H 4.37330 -4.63309 1.18477
43 H 5.00609 -2.26496 0.68954
44 H 4.59329 -2.62932 2.34819
45 H 3.62425 -0.53204 1.89500
46 H 3.54022 -0.63733 -0.50137
47 H 2.02097 -0.32476 0.02846
48 H 1.16560 -0.98487 2.15072
49 H 2.21559 -1.88628 3.23641
50 H 0.49189 -3.37234 2.40758
51 H 0.05621 -2.13371 0.33448
52 H 0.19941 -3.79477 0.12429
53 H 1.92604 -5.16257 1.43480
54 H 2.64963 -4.36699 2.81789
55 C 3.52543 3.60064 -0.96503
56 C 3.14296 4.66684 0.05704
57 C 3.86797 4.45561 1.38153
58 C 1.62628 4.75678 0.24210
59 N 1.02948 3.49681 0.68058
60 C 0.57531 2.46685 -0.03257
61 N 0.19808 1.52656 0.80308
62 N 0.44138 1.99916 2.04501
63 N 0.93701 3.17616 1.97860
64 H 4.59225 3.64934 -1.18089
65 H 2.98967 3.72746 -1.90881
66 H 3.31858 2.59731 -0.58144
67 H 3.42953 5.64353 -0.34438
68 H 3.57880 3.51122 1.84635
69 H 3.64755 5.25450 2.09009
70 H 4.94599 4.43284 1.22164
71 H 1.13712 5.02890 -0.69333
72 H 1.36398 5.49628 0.99645
73 H 0.51045 2.43679 -1.10635

Summary:
Charge: +1
HOMO-LUMO gap in eV: 7.11
HOMO in eV: -8.90

---

Q (0.0333 hartree below the next structure)